Entry 1:
16
Properties=species:S:1:pos:R:3:forces:R:3:lowdin_charge:R:1 method="wB97M-V/def2-TZVPD" e_above_lowest_kj_mol=232.5 smiles="[H]/N=C/NC.O.O" max_force_ev_per_a=6.479 orbital_gap_ev=9.88
H -2.332 -0.392 0.748 -1.029 0.380 0.783 0.005
N -1.503 -0.448 0.209 1.467 0.753 1.179 0.059
C -0.505 0.199 0.719 0.968 -0.629 -3.415 -0.263
N 0.706 -0.021 -0.096 -0.785 2.723 1.239 -0.105
C 1.344 1.294 -0.433 5.803 -2.597 1.250 -0.170
H -0.389 1.035 1.508 -0.474 -1.772 -0.854 0.148
H 0.455 -0.330 -1.040 -0.360 -0.494 1.088 0.044
H 2.046 1.669 0.414 -1.306 -0.738 -0.925 0.088
H 2.171 1.020 -1.271 -2.313 1.165 1.796 0.117
H 0.725 2.092 -0.642 -1.555 1.470 -1.091 0.029
O -1.496 -1.779 3.176 0.827 -2.161 -2.351 -0.177
H -2.051 -2.250 2.414 2.252 1.419 2.416 0.089
H -0.510 -2.087 3.066 -3.064 0.725 -0.011 0.085
O 0.600 0.296 -2.793 2.164 2.508 0.377 0.002
H -0.286 0.118 -2.792 -3.737 -0.732 -0.214 0.014
H 1.025 -0.416 -3.187 1.142 -2.019 -1.266 0.037



Entry 2:
16
Properties=species:S:1:pos:R:3:forces:R:3:lowdin_charge:R:1 method="wB97M-V/def2-TZVPD" e_above_lowest_kj_mol=246.1 smiles="C[C@H]1CO1.[H]/N=C/O" max_force_ev_per_a=0.430 orbital_gap_ev=10.99
C -0.841 -1.340 -0.304 0.031 0.061 -0.014 -0.069
C 0.263 -1.098 0.699 -0.064 -0.303 0.052 -0.327
C 1.660 -1.280 0.289 0.236 -0.331 -0.038 -0.108
O 1.169 0.006 0.625 -0.045 0.183 -0.047 -0.107
H -1.814 -0.991 0.049 0.227 -0.045 -0.008 0.063
H -0.885 -2.426 -0.466 -0.079 0.190 -0.002 0.083
H -0.641 -0.858 -1.266 0.084 -0.045 0.179 0.085
H -0.002 -1.295 1.738 0.100 -0.157 -0.201 0.142
H 2.401 -1.703 0.960 -0.044 0.108 -0.006 0.111
H 1.867 -1.389 -0.776 -0.031 -0.169 0.165 0.120
H -2.156 1.760 0.470 0.081 0.157 -0.079 0.053
N -1.173 1.519 0.377 0.045 0.384 -0.188 0.096
C -0.583 2.305 -0.428 -0.317 0.077 0.092 -0.357
O 0.705 2.212 -0.748 0.046 -0.127 0.135 0.023
H -1.034 3.146 -0.957 -0.138 -0.024 0.043 0.122
H 1.066 1.432 -0.260 -0.133 0.040 -0.082 0.068



Entry 3:
86
Properties=species:S:1:pos:R:3:forces:R:3:lowdin_charge:R:1 method="wB97M-V/def2-TZVPD" e_above_lowest_kj_mol=21.6 total_charge=-1 max_force_ev_per_a=1.075 orbital_gap_ev=7.17
Zr -0.185 -1.039 -0.412 0.213 -0.459 0.949 1.800
Br 6.719 -2.119 -3.251 0.056 0.002 -0.026 0.695
C 5.012 -2.228 -2.428 0.022 0.076 0.067 -0.698
C 4.087 -3.157 -2.894 -0.059 -0.094 -0.063 -0.119
C 2.841 -3.248 -2.312 0.085 0.101 0.171 -0.017
C 2.478 -2.379 -1.266 0.259 0.146 -0.148 -0.357
O 1.278 -2.430 -0.746 -0.522 -0.092 -0.311 -0.293
C 3.440 -1.459 -0.792 -0.051 -0.156 -0.175 -0.140
C 3.148 -0.674 0.381 -0.083 -0.244 0.048 -0.051
N 1.965 -0.506 0.835 0.142 0.254 -0.273 0.037
C 1.796 0.052 2.110 -0.141 0.027 0.138 -0.227
C 2.677 0.900 2.762 -0.068 -0.045 -0.022 -0.035
C 2.408 1.319 4.056 0.101 0.076 0.010 -0.097
C 1.268 0.853 4.690 -0.046 -0.011 0.030 -0.056
C 0.367 0.019 4.040 0.100 -0.015 -0.124 -0.178
C -0.793 -0.529 4.713 -0.080 -0.111 -0.115 -0.040
C -1.592 -1.371 4.068 0.056 0.109 0.197 -0.035
C -1.361 -1.715 2.629 -0.234 -0.014 -0.089 -0.312
N -0.261 -1.111 1.927 -0.012 0.031 -0.042 -0.037
C 0.589 -0.362 2.696 0.292 0.262 0.143 -0.197
C 4.710 -1.403 -1.372 -0.048 -0.037 0.014 -0.083
H 4.349 -3.809 -3.717 0.003 0.009 0.008 0.100
H 2.113 -3.966 -2.662 -0.018 0.003 -0.003 0.106
H 4.012 -0.313 0.940 -0.001 0.026 0.050 0.134
H 3.555 1.268 2.245 -0.021 0.001 0.002 0.111
H 3.083 1.998 4.560 -0.023 -0.014 -0.004 0.095
H 1.052 1.141 5.713 0.023 0.010 -0.006 0.107
H -0.968 -0.272 5.752 -0.010 -0.009 0.006 0.113
H -2.450 -1.829 4.542 0.003 -0.008 -0.031 0.104
H -1.340 -2.798 2.508 0.048 -0.068 0.029 0.081
H 5.440 -0.697 -0.994 -0.002 0.000 -0.011 0.111
N -4.031 -0.452 -1.032 -0.039 -0.021 -0.120 0.167
C -3.124 -0.013 -1.977 0.080 0.062 -0.131 -0.485
N -3.543 0.539 -3.094 -0.090 -0.060 0.144 0.038
N -2.406 0.839 -3.752 0.020 0.024 -0.053 -0.066
N -1.385 0.495 -3.071 0.211 0.064 0.066 -0.088
N -1.787 -0.067 -1.890 -0.049 -0.106 -0.009 -0.089
C -3.672 -0.792 0.219 0.234 -0.219 0.241 -0.416
N -4.526 -0.912 1.251 -0.181 0.097 -0.136 0.100
N -3.786 -1.246 2.284 0.053 -0.081 0.019 0.078
N -2.570 -1.307 1.871 0.185 -0.022 -0.037 -0.187
N -2.420 -1.056 0.580 -0.173 0.320 -0.208 0.040
H -4.999 -0.243 -1.207 -0.028 0.011 -0.013 0.148
Cl -2.724 -4.178 0.977 0.009 0.039 0.093 0.708
C -2.420 -4.093 -0.743 0.129 -0.084 -0.011 -0.671
C -1.491 -3.188 -1.255 -0.085 0.330 -0.222 -0.205
C -1.316 -3.342 -2.631 0.103 0.086 0.071 -0.669
Cl -0.164 -2.299 -3.415 -0.071 -0.037 -0.110 0.761
C -1.979 -4.252 -3.447 -0.049 -0.047 0.097 -0.716
Cl -1.667 -4.343 -5.137 0.019 -0.002 -0.097 0.666
C -2.913 -5.103 -2.871 0.002 -0.012 -0.040 -0.719
Cl -3.769 -6.244 -3.841 -0.006 -0.001 -0.005 0.654
C -3.131 -5.028 -1.502 0.030 0.008 -0.049 -0.715
Cl -4.274 -6.109 -0.784 0.009 0.023 0.025 0.643
C -1.697 3.051 3.013 0.046 0.000 0.062 -0.056
C -2.377 1.928 2.250 -0.025 -0.053 0.081 -0.271
O -2.005 1.904 0.885 -0.095 0.047 -0.037 -0.210
C -2.722 2.829 0.067 0.005 -0.027 -0.016 -0.257
C -1.819 3.368 -1.019 -0.085 0.065 -0.063 -0.056
H -2.030 3.052 4.054 -0.006 -0.001 -0.010 0.079
H -1.924 4.028 2.583 0.001 -0.007 -0.010 0.073
H -0.614 2.908 3.008 -0.066 -0.008 -0.010 0.055
H -3.469 1.986 2.344 0.002 0.012 -0.009 0.122
H -2.067 0.971 2.672 -0.006 0.075 -0.019 0.085
H -3.110 3.646 0.685 0.025 0.016 0.018 0.111
H -3.587 2.316 -0.370 -0.012 -0.020 0.001 0.108
H -1.017 3.974 -0.595 -0.021 -0.024 -0.007 0.071
H -2.400 3.984 -1.709 -0.005 -0.015 0.015 0.082
H -1.372 2.557 -1.592 0.026 -0.011 0.006 0.051
C 2.491 4.294 0.346 0.056 0.026 -0.050 -0.097
C 1.451 3.552 0.934 -0.091 -0.098 0.050 -0.094
C 1.011 2.396 0.348 0.082 0.056 0.084 -0.078
C 1.564 1.901 -0.858 -0.097 0.067 -0.008 -0.192
C 1.089 0.684 -1.461 -0.198 -0.224 -0.128 -0.186
C 1.638 0.388 -2.688 0.153 0.071 0.148 -0.167
C 2.662 1.149 -3.301 -0.009 0.021 0.036 -0.076
C 3.152 2.262 -2.691 0.003 -0.045 -0.043 -0.053
C 2.594 2.677 -1.457 -0.001 -0.033 0.005 -0.175
C 3.044 3.861 -0.827 0.009 0.070 0.042 -0.054
H 2.843 5.206 0.815 -0.009 -0.009 -0.008 0.093
H 0.993 3.893 1.856 0.042 0.021 -0.037 0.091
H 0.184 1.861 0.798 0.027 -0.008 -0.014 0.085
H 1.316 -0.475 -3.242 -0.040 -0.108 -0.034 0.008
H 3.059 0.822 -4.256 0.001 0.024 0.007 0.102
H 3.944 2.854 -3.137 -0.003 -0.015 -0.005 0.103
H 3.835 4.428 -1.307 -0.006 0.004 0.013 0.103



Entry 4:
18
Properties=species:S:1:pos:R:3:forces:R:3:lowdin_charge:R:1 method="wB97M-V/def2-TZVPD" e_above_lowest_kj_mol=259.4 smiles="C=C/C(N)=C/CC" max_force_ev_per_a=4.517 orbital_gap_ev=9.23
C -1.702 0.833 -2.573 2.939 1.640 -0.733 0.008
C -0.651 1.258 -1.835 -2.070 -1.664 2.265 -0.086
C -0.503 0.667 -0.351 -1.943 1.905 -1.674 -0.346
N -1.443 1.127 0.640 -0.061 1.486 -2.149 0.080
C 0.263 -0.359 -0.099 2.846 -3.060 1.178 -0.098
C 0.578 -1.012 1.328 0.100 4.292 -1.406 -0.269
C 2.031 -1.376 1.448 2.498 -1.907 1.820 -0.164
H -1.677 1.124 -3.618 -0.424 0.282 -0.005 0.048
H -2.454 0.159 -2.314 -0.830 -1.074 0.851 0.039
H 0.008 2.047 -2.181 0.195 -0.369 0.034 0.084
H -1.163 0.935 1.565 0.286 -0.151 1.063 0.039
H -1.830 2.088 0.523 0.799 -1.274 0.073 0.101
H 0.822 -1.020 -0.846 -0.882 1.728 0.503 0.124
H 0.488 -0.279 2.168 -0.712 -0.232 -0.707 0.100
H -0.186 -1.718 1.450 -0.454 -1.742 0.513 0.080
H 2.733 -0.695 2.074 -1.818 -0.580 -0.662 0.087
H 1.996 -2.360 2.091 0.862 1.438 -1.573 0.098
H 2.689 -1.416 0.527 -1.332 -0.719 0.608 0.074